(1)
{
  "formula": "C36H36FeN6O8P2S2",
  "method": "the ωB97M-V functional and the def2-TZVPD basis",
  "species": ["Fe", "O", "C", "C", "C", "N", "C", "C", "C", "O", "O", "C", "O", "O", "H", "H", "H", "S", "C", "C", "C", "C", "C", "C", "N", "C", "C", "C", "C", "C", "C", "C", "C", "N", "C", "C", "C", "C", "C", "S", "C", "H", "H", "H", "H", "H", "H", "H", "H", "H", "H", "H", "H", "C", "N", "C", "N", "C", "N", "C", "P", "C", "C", "H", "H", "H", "H", "H", "H", "H", "H", "H", "H", "H", "H", "C", "O", "P", "O", "C", "O", "C", "H", "H", "H", "H", "H", "H", "H", "H", "H"],
  "positions_angstrom": [[0.150, -0.272, 0.256], [4.839, -1.869, 3.758], [3.832, -1.505, 2.935], [4.028, -1.247, 1.581], [2.935, -0.885, 0.820], [1.724, -0.780, 1.350], [1.530, -1.009, 2.649], [2.557, -1.380, 3.485], [0.100, -0.771, 3.098], [-0.224, -0.978, 4.255], [-0.650, -0.317, 2.154], [2.994, -0.544, -0.664], [4.063, -0.678, -1.250], [1.868, -0.183, -1.140], [5.664, -1.920, 3.262], [4.996, -1.316, 1.100], [2.365, -1.561, 4.533], [2.275, -1.626, -5.979], [2.900, -1.322, -7.537], [2.291, -0.258, -8.128], [1.297, 0.321, -7.300], [1.167, -0.313, -6.095], [0.244, 0.008, -5.002], [0.503, -0.428, -3.683], [-0.283, -0.183, -2.667], [-1.374, 0.569, -2.856], [-1.742, 1.048, -4.124], [-2.947, 1.808, -4.279], [-3.731, 2.067, -3.216], [-3.373, 1.611, -1.901], [-4.193, 1.883, -0.798], [-3.819, 1.451, 0.450], [-2.599, 0.762, 0.553], [-1.797, 0.481, -0.459], [-2.187, 0.884, -1.703], [-4.592, 1.701, 1.671], [-4.453, 1.092, 2.887], [-5.360, 1.589, 3.859], [-6.167, 2.566, 3.366], [-5.832, 2.895, 1.723], [-0.906, 0.737, -5.206], [3.689, -1.941, -7.933], [2.548, 0.106, -9.111], [0.718, 1.190, -7.578], [1.415, -0.969, -3.461], [-3.217, 2.163, -5.266], [-4.647, 2.634, -3.328], [-5.117, 2.431, -0.947], [-2.242, 0.442, 1.522], [-3.729, 0.313, 3.088], [-5.406, 1.234, 4.878], [-6.938, 3.116, 3.882], [-1.182, 1.070, -6.199], [0.697, 5.015, -0.041], [1.885, 4.244, -0.394], [2.797, 4.246, 0.749], [2.197, 3.763, 1.993], [0.997, 4.549, 2.268], [0.025, 4.555, 1.174], [-0.566, 3.230, 0.982], [0.698, 1.944, 0.556], [1.541, 2.878, -0.796], [1.890, 2.333, 1.915], [-0.010, 4.983, -0.873], [1.001, 6.052, 0.118], [3.128, 5.273, 0.914], [3.668, 3.633, 0.511], [1.303, 5.581, 2.448], [0.516, 4.165, 3.170], [-1.309, 3.284, 0.180], [-1.094, 2.932, 1.893], [0.887, 2.903, -1.672], [2.438, 2.332, -1.094], [2.815, 1.774, 1.753], [1.468, 1.996, 2.866], [1.833, -3.553, -1.272], [1.064, -3.564, -0.062], [-0.224, -2.638, 0.082], [-0.713, -3.287, 1.461], [-1.967, -2.877, 2.015], [-1.136, -3.314, -1.075], [-2.434, -2.815, -1.384], [1.679, -4.503, -1.782], [2.882, -3.437, -1.011], [1.540, -2.735, -1.927], [-2.728, -3.614, 1.755], [-2.260, -1.889, 1.654], [-1.845, -2.823, 3.094], [-2.573, -1.806, -1.004], [-3.189, -3.471, -0.948], [-2.544, -2.807, -2.467]],
  "e_homo_ev": [-8.29, -8.29],
  "de_lowest_kj_mol": 5.5,
  "lumo_ev": [-0.68, -0.69],
  "e_tot_ev": -137876.50989,
  "orbital_gap_ev": [7.60, 7.60]
}


(2)
{
  "formula": "C13H19O6Sn",
  "method": "the ωB97M-V functional and the def2-TZVPD basis",
  "species": ["Sn", "C", "O", "C", "C", "O", "C", "C", "O", "C", "H", "H", "H", "H", "H", "H", "H", "H", "H", "H", "H", "H", "H", "H", "O", "C", "C", "C", "C", "C", "C", "C", "O", "O", "H", "H", "H", "H", "H"],
  "positions_angstrom": [[-0.754, -1.007, -0.066], [-1.630, 0.896, -2.900], [-1.743, 0.669, -1.476], [-1.902, 1.852, -0.688], [-0.562, 2.398, -0.270], [0.176, 1.310, 0.363], [1.547, 1.620, 0.591], [2.509, 1.459, -0.589], [2.482, 0.176, -1.159], [3.578, -0.263, -1.942], [-2.570, 1.297, -3.275], [-1.433, -0.063, -3.369], [-0.823, 1.598, -3.118], [-2.469, 1.558, 0.195], [-2.465, 2.617, -1.227], [-0.723, 3.194, 0.459], [0.021, 2.790, -1.107], [1.880, 0.986, 1.413], [1.640, 2.665, 0.897], [3.536, 1.700, -0.287], [2.248, 2.158, -1.411], [4.520, -0.050, -1.420], [3.575, 0.340, -2.870], [3.434, -1.315, -2.161], [-0.406, -2.032, 4.822], [-1.700, -1.948, 4.814], [-2.470, -2.320, 5.964], [-3.802, -2.036, 6.011], [-4.426, -1.454, 4.891], [-3.673, -1.123, 3.727], [-2.339, -1.398, 3.647], [-1.625, -1.182, 2.354], [-2.252, -0.579, 1.407], [-0.465, -1.601, 2.137], [-0.053, -2.456, 5.626], [-1.961, -2.764, 6.812], [-4.380, -2.258, 6.898], [-5.499, -1.313, 4.885], [-4.179, -0.702, 2.868]],
  "e_homo_ev": [-18.88, -19.13],
  "de_lowest_kj_mol": 76.5,
  "total_charge": 3,
  "lumo_ev": [-14.35, -12.17],
  "e_tot_ev": -31874.06978,
  "orbital_gap_ev": [4.53, 6.96]
}


(3)
{
  "formula": "C48H137N7O27",
  "method": "the ωB97M-V functional and the def2-TZVPD basis",
  "species": ["C", "C", "O", "O", "H", "H", "H", "H", "H", "H", "C", "C", "O", "O", "H", "H", "H", "H", "H", "H", "C", "C", "O", "O", "H", "H", "H", "H", "H", "H", "C", "C", "O", "O", "H", "H", "H", "H", "H", "H", "C", "C", "O", "O", "H", "H", "H", "H", "H", "H", "C", "C", "O", "O", "H", "H", "H", "H", "H", "H", "C", "C", "O", "O", "H", "H", "H", "H", "H", "H", "C", "C", "O", "O", "H", "H", "H", "H", "H", "H", "C", "C", "O", "O", "H", "H", "H", "H", "H", "H", "C", "C", "O", "O", "H", "H", "H", "H", "H", "H", "C", "C", "C", "O", "C", "N", "H", "H", "H", "H", "H", "H", "H", "H", "H", "H", "H", "C", "C", "C", "O", "C", "N", "H", "H", "H", "H", "H", "H", "H", "H", "H", "H", "H", "C", "C", "C", "O", "C", "N", "H", "H", "H", "H", "H", "H", "H", "H", "H", "H", "H", "C", "C", "C", "O", "C", "N", "H", "H", "H", "H", "H", "H", "H", "H", "H", "H", "H", "C", "C", "C", "O", "C", "N", "H", "H", "H", "H", "H", "H", "H", "H", "H", "H", "H", "C", "C", "C", "O", "C", "N", "H", "H", "H", "H", "H", "H", "H", "H", "H", "H", "H", "C", "C", "C", "O", "C", "N", "H", "H", "H", "H", "H", "H", "H", "H", "H", "H", "H"],
  "positions_angstrom": [[-35.034, 5.028, 7.240], [-34.556, 5.736, 8.513], [-35.411, 5.553, 9.624], [-34.093, 5.299, 6.226], [-35.983, 5.529, 6.981], [-35.265, 3.962, 7.429], [-34.555, 6.821, 8.328], [-33.500, 5.495, 8.677], [-35.514, 4.608, 9.766], [-34.426, 4.900, 5.408], [-26.139, 2.319, 3.480], [-25.593, 0.919, 3.426], [-24.284, 0.981, 2.765], [-26.657, 2.700, 2.224], [-25.288, 2.934, 3.791], [-26.922, 2.304, 4.260], [-26.134, 0.180, 2.860], [-25.419, 0.595, 4.465], [-23.956, 0.097, 2.543], [-26.520, 3.641, 2.070], [-23.585, 8.892, 4.958], [-22.106, 8.849, 4.695], [-21.864, 9.993, 3.897], [-24.384, 8.612, 3.775], [-23.855, 9.896, 5.307], [-23.994, 8.155, 5.627], [-21.828, 7.920, 4.174], [-21.572, 8.870, 5.654], [-21.066, 9.887, 3.360], [-23.947, 9.157, 3.094], [-30.191, 1.883, 2.757], [-31.224, 0.820, 3.186], [-30.784, 0.139, 4.359], [-29.112, 1.225, 2.131], [-29.850, 2.337, 3.703], [-30.757, 2.621, 2.196], [-31.402, 0.293, 2.275], [-32.175, 1.311, 3.361], [-29.935, -0.249, 4.119], [-28.380, 1.842, 2.002], [-22.045, 3.441, 6.416], [-23.439, 3.991, 6.571], [-24.339, 2.955, 6.272], [-21.087, 4.411, 6.835], [-21.797, 3.216, 5.377], [-21.929, 2.511, 6.998], [-23.530, 4.869, 5.903], [-23.523, 4.385, 7.611], [-25.263, 3.215, 6.398], [-21.082, 4.456, 7.793], [-28.477, 8.153, 2.525], [-29.477, 9.298, 2.591], [-29.133, 10.316, 3.459], [-27.119, 8.502, 2.153], [-28.727, 7.410, 1.783], [-28.424, 7.580, 3.449], [-30.406, 8.733, 2.783], [-29.564, 9.667, 1.574], [-29.116, 9.914, 4.353], [-26.886, 9.221, 2.762], [-25.071, 2.213, 10.366], [-26.515, 2.043, 9.911], [-27.391, 1.487, 10.864], [-25.068, 3.199, 11.424], [-24.530, 2.574, 9.492], [-24.502, 1.331, 10.642], [-26.585, 1.401, 9.030], [-26.861, 3.027, 9.571], [-27.231, 1.903, 11.718], [-24.352, 3.041, 12.046], [-22.926, 4.159, 1.974], [-22.695, 5.476, 2.740], [-23.202, 6.506, 1.934], [-22.298, 3.190, 2.754], [-22.517, 4.212, 0.956], [-24.008, 4.023, 1.929], [-21.634, 5.602, 2.960], [-23.176, 5.430, 3.734], [-23.634, 7.131, 2.528], [-22.926, 2.492, 2.970], [-31.486, 2.019, 8.193], [-32.368, 2.435, 7.039], [-31.602, 2.440, 5.829], [-31.146, 0.656, 7.996], [-32.078, 2.156, 9.102], [-30.613, 2.677, 8.178], [-32.836, 3.417, 7.012], [-33.149, 1.668, 7.064], [-31.235, 1.543, 5.745], [-30.410, 0.465, 8.586], [-32.664, 8.776, 6.892], [-32.303, 10.060, 6.159], [-33.458, 10.363, 5.386], [-31.609, 8.433, 7.771], [-32.817, 7.911, 6.221], [-33.625, 8.932, 7.399], [-31.404, 9.966, 5.537], [-32.020, 10.824, 6.909], [-33.210, 11.090, 4.810], [-31.985, 8.416, 8.643], [-29.446, 5.306, 10.182], [-29.891, 5.680, 11.562], [-28.988, 6.838, 12.108], [-27.751, 6.263, 12.486], [-27.037, 7.116, 13.328], [-31.233, 6.224, 11.501], [-28.376, 5.104, 10.208], [-29.702, 6.192, 9.588], [-30.019, 4.462, 9.797], [-29.696, 4.908, 12.314], [-29.380, 7.361, 12.979], [-28.860, 7.538, 11.268], [-26.850, 8.050, 12.798], [-26.098, 6.623, 13.459], [-27.622, 7.306, 14.243], [-31.671, 6.331, 12.402], [-31.843, 5.602, 10.995], [-35.665, 3.000, 2.157], [-34.254, 2.862, 2.734], [-33.314, 3.870, 2.205], [-32.990, 3.470, 0.882], [-32.094, 4.386, 0.282], [-34.297, 3.041, 4.210], [-36.114, 3.939, 2.510], [-36.353, 2.233, 2.474], [-35.617, 3.003, 1.069], [-33.871, 1.911, 2.328], [-32.380, 3.932, 2.796], [-33.826, 4.837, 2.171], [-31.966, 4.002, -0.713], [-31.120, 4.440, 0.806], [-32.483, 5.420, 0.287], [-35.089, 2.492, 4.529], [-33.468, 2.568, 4.569], [-27.792, 5.600, -0.353], [-26.274, 5.529, -0.003], [-25.522, 6.599, -0.788], [-25.664, 6.380, -2.158], [-24.842, 7.206, -2.968], [-26.055, 5.520, 1.414], [-27.736, 5.364, -1.412], [-28.230, 6.595, -0.223], [-28.364, 4.883, 0.238], [-25.976, 4.545, -0.398], [-24.449, 6.623, -0.528], [-25.928, 7.591, -0.494], [-25.075, 8.272, -2.740], [-24.999, 6.993, -4.025], [-23.827, 6.990, -2.637], [-25.056, 5.576, 1.614], [-26.389, 6.362, 1.851], [-26.109, 8.344, 9.755], [-25.112, 7.196, 9.723], [-24.078, 7.318, 10.831], [-23.270, 8.449, 10.634], [-22.213, 8.514, 11.533], [-25.915, 5.985, 10.004], [-25.553, 9.258, 9.505], [-26.488, 8.518, 10.768], [-26.916, 8.197, 9.028], [-24.584, 7.106, 8.756], [-23.445, 6.416, 10.953], [-24.634, 7.425, 11.787], [-22.559, 8.297, 12.553], [-21.878, 9.544, 11.555], [-21.418, 7.849, 11.206], [-25.306, 5.227, 10.261], [-26.464, 6.143, 10.841], [-32.227, 8.403, -0.204], [-33.599, 8.193, 0.419], [-33.446, 8.099, 1.929], [-34.773, 7.718, 2.420], [-34.883, 7.597, 3.856], [-34.467, 9.227, -0.150], [-31.869, 9.352, 0.202], [-32.252, 8.426, -1.281], [-31.623, 7.652, 0.276], [-34.030, 7.281, 0.020], [-33.080, 9.019, 2.427], [-32.789, 7.314, 2.275], [-34.173, 6.849, 4.218], [-35.875, 7.217, 4.077], [-34.650, 8.562, 4.335], [-35.340, 9.209, 0.353], [-34.090, 10.121, 0.139], [-26.817, 9.487, 6.072], [-28.167, 9.650, 6.757], [-28.601, 11.087, 6.818], [-27.654, 11.713, 7.664], [-28.198, 12.927, 8.159], [-29.176, 8.960, 5.973], [-26.005, 9.991, 6.596], [-26.870, 9.910, 5.061], [-26.581, 8.433, 5.929], [-28.075, 9.254, 7.783], [-29.609, 11.258, 7.253], [-28.570, 11.456, 5.781], [-27.445, 13.412, 8.771], [-29.106, 12.678, 8.729], [-28.512, 13.575, 7.333], [-28.774, 8.085, 5.653], [-29.997, 8.664, 6.478], [-26.344, 5.754, 5.182], [-27.324, 5.516, 6.309], [-28.627, 4.925, 5.829], [-29.236, 6.075, 5.226], [-30.474, 5.746, 4.597], [-26.684, 4.548, 7.183], [-26.246, 4.825, 4.627], [-25.384, 6.116, 5.562], [-26.757, 6.536, 4.537], [-27.612, 6.440, 6.862], [-29.320, 4.535, 6.598], [-28.410, 4.168, 5.058], [-31.134, 5.346, 5.361], [-30.344, 5.041, 3.750], [-30.859, 6.699, 4.248], [-27.456, 4.138, 7.701], [-26.102, 4.963, 7.896]],
  "e_homo_ev": -9.19,
  "de_lowest_kj_mol": 0.0,
  "lumo_ev": 0.08,
  "e_tot_ev": -117703.63059,
  "orbital_gap_ev": 9.27
}